Density functional theory data (ωB97M-V/def2-TZVPD) for the molecule C19H21N5O7S.

Geometry (Å):
C (-1.871565, 2.939290, 0.232905)
O (-1.910700, 2.452999, -1.203799)
C (-0.653720, 1.732047, -1.547471)
C (0.530160, 1.285464, -0.769434)
C (1.582648, 0.725575, -1.101234)
C (2.588157, 0.318728, -0.162771)
O (2.900822, 1.322067, 0.860644)
N (3.103021, -0.737962, -0.284219)
C (3.798971, -1.531792, 0.762571)
C (2.975807, -1.586331, 1.778485)
N (2.344364, -2.587039, 1.802810)
N (1.092375, -2.285221, 2.839567)
C (1.678659, -1.036027, 3.398834)
S (0.757076, -0.098321, 4.428141)
C (-1.031659, -1.011185, 4.277308)
C (-1.427814, -0.601581, 2.900892)
O (-2.198310, 0.389511, 2.835320)
N (-1.410091, -1.322882, 1.948846)
C (-1.688246, -1.376043, 0.536565)
C (-2.751108, -0.416227, 0.067746)
C (-2.834997, -0.712040, -1.047147)
C (-3.618291, -0.396649, -2.230279)
O (-1.687180, -1.448910, -1.491298)
N (-0.930549, -1.476599, -0.323601)
O (2.822525, -0.581694, 2.594493)
C (1.656672, 0.381472, -2.364844)
C (0.401626, 0.457625, -3.309183)
O (0.593247, -0.034718, -4.588588)
C (-0.373473, 0.235435, -5.428044)
C (-0.653305, 1.246133, -2.799882)
O (-1.653978, 1.705604, -3.722255)
C (-1.963808, 3.110188, -3.792261)
H (-2.863750, 3.406932, 0.184424)
H (-1.115196, 3.488753, 0.506788)
H (-2.012940, 1.958210, 0.777742)
H (0.353383, 1.716647, 0.367876)
H (2.708065, -1.335823, -0.776391)
H (4.576805, -0.616371, 1.062603)
H (4.515289, -2.194830, 0.595559)
H (-0.765922, -2.181023, 4.334184)
H (-1.561702, -0.552799, 5.070202)
H (-0.401919, -2.025811, 1.935403)
H (-3.546358, 0.108033, 0.920076)
H (-4.503401, -0.105066, -1.893252)
H (-3.315276, 0.352575, -2.765161)
H (-3.819213, -1.198406, -3.166006)
H (2.290016, -0.201222, -2.771908)
H (0.036479, -0.446194, -6.410732)
H (-0.539873, 1.214148, -5.849018)
H (-1.523501, -0.280986, -5.168867)
H (-0.952759, 3.372081, -4.258418)
H (-2.477538, 3.079046, -4.747778)
H (-2.119277, 3.698576, -2.991294)

Atomic forces in eV per Å
C -6.4 -5.6 -3.0
O 4.8 -0.9 1.4
C 0.6 -0.7 2.1
C -12.5 8.9 7.6
C 5.3 -2.9 -1.3
C -1.9 16.0 7.3
O -1.2 -5.5 -5.2
N 8.8 -6.0 4.0
C 6.8 10.6 -3.4
C -0.2 1.8 4.1
N -8.7 -6.1 2.8
N 6.9 4.4 0.6
C -1.6 -4.9 -5.3
S -1.2 0.6 1.1
C 4.9 -2.8 -1.0
C -5.7 7.9 6.8
O 0.8 1.0 1.0
N 7.8 -12.5 -9.9
C -7.8 8.1 11.1
C -3.7 2.7 18.9
C 0.2 -4.0 -18.0
C -0.7 -5.9 -1.5
O 0.2 1.4 0.8
N 8.4 -5.6 -8.6
O -3.5 0.3 4.6
C -8.0 0.8 -5.4
C 4.4 1.0 3.2
O 1.7 0.8 4.9
C -4.5 -4.6 -6.5
C -1.3 0.9 -4.6
O -0.3 -2.0 2.5
C 4.9 -2.6 -5.7
H 0.6 0.5 0.8
H 4.2 3.0 1.1
H 0.5 1.5 0.2
H 1.0 -1.5 -2.7
H -4.8 -6.4 -6.6
H -1.3 -1.9 -0.3
H 1.9 -3.7 -1.8
H -0.8 2.8 0.3
H -0.7 0.3 0.5
H -3.1 1.8 1.1
H 2.6 -1.6 -3.1
H -4.3 1.0 1.2
H 2.6 4.6 -2.7
H 0.8 1.4 3.2
H 5.1 -3.7 -2.7
H -1.6 1.8 2.1
H 0.3 0.6 0.6
H 3.4 1.5 -0.5
H -0.9 1.2 0.9
H -1.4 0.8 0.6
H -1.4 1.4 2.6

Multiplicity: 1
Highest occupied orbital energy in eV: -8.18
Electronic energy in eV: -52637.5169
Lowest unoccupied orbital energy in eV: -0.52
Relative energy (zero: lowest compared OMol25 entry of this formula, charge and spin) in kJ/mol: 81.3
SMILES: COc1cc(C(=O)NCc2nnc(SCC(=O)Nc3cc(C)on3)o2)cc(OC)c1OC

Results of the Mulliken charge analysis, in e, for atoms 1 through 8:
1. C -1.0322
2. O -0.4495
3. C 0.3175
4. C -0.4028
5. C 0.5719
6. C 0.0202
7. O -0.7362
8. N -0.0057

=====

Density functional theory data (ωB97M-V/def2-TZVPD) for a 2-piece molecular cluster, C3H3ClN2S overall.

Geometry (Å):
C (-1.312867, -0.292731, 0.490397)
C (-0.528353, -0.542257, -0.539089)
C (0.594904, 0.264758, 1.238075)
N (-0.647767, 0.166706, 1.612074)
N (0.754446, -0.296023, 0.002917)
S (2.105171, -0.376585, -0.931702)
Cl (0.613115, 1.678097, -2.935817)
H (-2.393795, -0.531168, 0.734095)
H (-0.476221, -0.687958, -1.569730)
H (1.291367, 0.617162, 1.898780)

Atomic forces in eV per Å
C -4.3 -0.9 2.0
C 2.0 0.1 1.0
C -2.6 -1.4 0.4
N 1.0 0.7 -0.4
N 1.1 0.9 -1.7
S -0.3 0.6 -0.1
Cl 0.4 -0.4 0.4
H 1.3 0.5 -1.2
H -0.9 -0.7 -1.3
H 2.3 0.6 1.0

Multiplicity: 1
Highest occupied orbital energy (spin up / spin down) in eV: -9.98 / -9.75
Electronic energy in eV: -29493.9331
Lowest unoccupied orbital energy (spin up / spin down) in eV: -2.78 / -3.82
Relative energy (zero: lowest compared OMol25 entry of this formula, charge and spin) in kJ/mol: 326.8

Results of the Mulliken charge analysis, in e, for atoms 1 through 8:
1. C -0.4928
2. C -0.1951
3. C -0.0062
4. N -0.5149
5. N 0.0281
6. S -0.0123
7. Cl -0.1339
8. H 0.3493

=====

Density functional theory data (ωB97M-V/def2-TZVPD) for the molecule C3H4O3.

Geometry (Å):
O (1.491963, 1.780887, 0.425848)
C (0.548813, 1.276356, 0.979645)
C (-0.048116, -0.047810, 0.515025)
O (-0.336895, -0.867344, 1.362327)
C (-0.222447, -0.342374, -0.954450)
O (-0.589872, -1.671264, -1.152359)
H (0.103411, 1.673230, 1.909612)
H (0.705359, -0.100081, -1.489810)
H (-0.999597, 0.343643, -1.334383)
H (-0.680358, -2.062095, -0.267873)

Atomic forces in eV per Å
O -0.5 -0.2 0.2
C 0.4 0.1 -0.2
C -0.1 -0.4 0.2
O 0.1 0.4 -0.3
C 0.1 0.2 0.0
O 0.0 -0.1 0.1
H 0.1 0.0 0.0
H -0.1 0.0 0.1
H 0.1 0.0 0.1
H -0.1 0.0 -0.1

Multiplicity: 1
Highest occupied orbital energy in eV: -10.37
Electronic energy in eV: -9317.1187
Lowest unoccupied orbital energy in eV: -0.59
Relative energy (zero: lowest compared OMol25 entry of this formula, charge and spin) in kJ/mol: 152.6
SMILES: O=CC(=O)CO

Results of the Mulliken charge analysis, in e, for atoms 1 through 8:
1. O -0.4157
2. C -0.0618
3. C 0.6861
4. O -0.5536
5. C -0.3800
6. O -0.5085
7. H 0.3385
8. H 0.2751

=====

Density functional theory data (ωB97M-V/def2-TZVPD) for the molecule C15H17NOS.

Geometry (Å):
C (-2.062339, 2.049898, -2.805070)
C (-0.668513, 1.947686, -2.126758)
C (-0.368437, 3.200065, -1.348573)
C (1.043755, 3.264204, -0.860501)
N (1.291272, 2.182990, 0.095413)
C (2.230340, 2.247363, 1.087076)
O (2.930981, 3.256809, 1.185952)
S (2.516665, 0.897642, 2.216674)
C (1.268797, -0.273568, 1.789280)
C (-0.117032, 0.010508, 1.752539)
C (-1.057430, -0.959066, 1.445073)
C (-0.664414, -2.279104, 1.194158)
C (-1.607781, -3.258708, 0.815556)
C (-1.167450, -4.574985, 0.616333)
C (0.200929, -4.931086, 0.744752)
C (1.119593, -3.913741, 1.033470)
C (0.700447, -2.590570, 1.246195)
C (1.653195, -1.597278, 1.553496)
H (-2.312420, 1.087581, -3.277834)
H (-2.016358, 2.878866, -3.541457)
H (-2.791681, 2.277648, -2.018856)
H (0.127894, 1.837722, -2.868882)
H (-0.668578, 1.091918, -1.441919)
H (-1.031164, 3.308744, -0.500869)
H (-0.518707, 4.088398, -1.955312)
H (1.129479, 4.244913, -0.359990)
H (1.743238, 3.197522, -1.687311)
H (0.764562, 1.300496, 0.049378)
H (-0.436603, 1.029868, 1.945562)
H (-2.078265, -0.639426, 1.428678)
H (-2.669585, -3.014695, 0.745268)
H (-1.897126, -5.373566, 0.447715)
H (0.554951, -5.991186, 0.676551)
H (2.150977, -4.189876, 1.146705)
H (2.706807, -1.813984, 1.577511)

Atomic forces in eV per Å
C 1.0 -0.1 0.2
C -0.9 0.1 -0.3
C 0.0 0.1 -0.2
C 0.1 0.3 1.1
N -0.1 -1.5 1.0
C 0.5 2.4 -1.4
O -0.4 -1.3 0.5
S -0.3 0.2 -0.1
C 0.0 -1.9 -0.3
C -0.5 0.0 0.0
C 1.2 1.5 0.5
C -0.8 0.1 -0.7
C 0.6 -1.8 0.0
C -0.6 0.4 0.3
C 0.8 0.7 0.4
C -1.1 -1.8 -0.4
C 0.8 -0.3 0.3
C -0.3 1.8 0.1
H -0.1 0.5 0.0
H -0.3 -0.6 0.3
H -0.1 0.0 -0.3
H -0.1 -0.3 0.0
H 0.1 -0.1 -0.3
H -0.3 0.0 0.3
H -0.1 0.1 -0.3
H 0.6 -0.6 0.0
H 0.3 0.1 -0.1
H 0.3 1.0 -0.4
H -0.1 -0.1 0.1
H -0.6 -0.2 -0.1
H 0.4 0.0 0.0
H 0.2 0.4 -0.1
H -0.5 1.2 -0.1
H 0.4 0.1 0.0
H 0.2 -0.3 0.0

Multiplicity: 1
Highest occupied orbital energy in eV: -8.44
Electronic energy in eV: -30204.2805
Lowest unoccupied orbital energy in eV: 0.04
Relative energy (zero: lowest compared OMol25 entry of this formula, charge and spin) in kJ/mol: 12.3
SMILES: CCCCNC(=O)Sc1ccc2ccccc2c1

Results of the Mulliken charge analysis, in e, for atoms 1 through 8:
1. C -1.2510
2. C -0.0747
3. C -0.6843
4. C -0.7175
5. N 0.0975
6. C 0.6876
7. O -0.6447
8. S -0.2104